Run one
ORCA calculation (wB97M-V/def2-TZVPD) on a cluster of 2 separate species, C9H17N4 in total.

```
30
Properties=species:S:1:pos:R:3
C -2.52315 1.53934 -0.42532
C -4.60388 1.18528 1.07350
C -3.66855 1.36896 0.30743
C -1.04293 -1.25779 -0.34294
C -2.05328 -2.25196 0.07951
C 3.19730 1.92064 -0.26906
C 3.20766 0.44429 -0.22773
C 1.92610 -0.24288 -0.57136
C 0.78544 0.26557 0.36602
N -1.62629 1.79897 -1.09797
N -0.17355 -0.77328 0.54546
N -1.01205 -0.76794 -1.59139
N -0.62137 -1.13575 1.86596
H -5.61352 1.31111 1.44749
H -1.44852 -3.16006 0.14959
H -2.61581 -2.46377 -0.88104
H -2.49001 -2.01178 1.06521
H 2.46625 2.52977 0.18382
H 4.10086 2.31264 0.23410
H 3.12769 2.37313 -1.26672
H 4.01093 0.08640 -0.83539
H 3.43955 0.03774 0.74852
H 1.72205 0.15431 -1.57636
H 1.98193 -1.41945 -0.63240
H 0.36310 1.29102 0.01435
H 1.26509 0.47658 1.28712
H -0.34088 -0.03881 -1.87862
H -1.37067 -1.30907 -2.47221
H -0.05484 -1.94375 2.21692
H -0.33466 -0.31944 2.48351
```

Summary:
- E_LUMO (eV) = -3.1
- frontier orbital gap (Ha) = 0.3827
- total charge = +1

natural (NBO) atomic charge list, values in e, 8 entries: C 0.2568; C -0.0328; C -0.1835; C 0.5786; C -0.6949; C -0.6414; C -0.4130; C -0.3912



Run two
ORCA calculation (wB97M-V/def2-TZVPD) on a cluster of 2 separate species, C9H17N4 in total.

```
30
Properties=species:S:1:pos:R:3
C -2.28605 -1.03034 -0.05030
C -1.38235 -0.02791 -0.19423
C -3.51216 -0.33577 0.15040
C 2.63795 1.20774 -1.20232
C 1.35412 0.43472 -1.73832
C 2.58980 0.85281 0.23836
C 0.75007 -0.20320 -0.50321
C 1.02643 -1.71717 -0.20993
C 0.70736 0.34955 1.88019
N -3.31534 0.98650 0.29640
N -2.00136 1.14060 -0.00021
N -4.66954 -1.01392 0.22041
N 1.18727 0.72917 0.54817
H -2.13143 -2.05371 0.00274
H 3.52087 0.92958 -1.78473
H 2.47968 2.26842 -1.48466
H 0.70566 1.04299 -2.30490
H 1.70689 -0.36743 -2.37072
H 3.08042 -0.09484 0.65969
H 3.10048 1.57248 0.87850
H 1.99625 -1.99202 -0.73219
H 0.18175 -2.28877 -0.56308
H 1.13329 -1.90787 0.79471
H -0.20563 0.90416 2.03482
H 0.46722 -0.80651 1.77293
H 1.53752 0.51041 2.64967
H -1.47572 2.01963 -0.29693
H -4.50685 -2.09957 0.22721
H -5.38829 -0.59855 0.74442
H 0.71169 1.58884 0.33712
```

Summary:
- E_LUMO (eV) = -3.2
- frontier orbital gap (Ha) = 0.2932
- total charge = +1

natural (NBO) atomic charge list, values in e, 8 entries: C -0.4517; C 0.2359; C 0.3392; C -0.4372; C -0.4941; C -0.2472; C 0.2904; C -0.6683



Most favorable structure: run one. The second most favorable one is 13.3 kJ/mol above it.



Run one
ORCA calculation (wB97M-V/def2-TZVPD) on an isolated molecule of C2HNO3S.

```
8
Properties=species:S:1:pos:R:3
C -1.01412 -0.05173 0.03089
C 0.05454 0.97922 -0.02070
H 1.53114 -1.45506 0.56564
N 1.05800 -0.93709 -0.31632
O -0.35487 -1.29116 -0.18511
O 1.25684 0.39847 0.20207
O 0.12518 2.19715 -0.24368
S -2.65672 0.16019 -0.03279
```

Summary:
- E_LUMO (eV) = -1.8
- frontier orbital gap (Ha) = 0.3027
- SMILES = O=c1o[nH]oc1=S

Calculated atomic charges, method natural (NBO), unit e: C 0.0431; C 0.6476; H 0.3542; N -0.0244; O -0.3297; O -0.3352; O -0.4787; S 0.1231



Run two
ORCA calculation (wB97M-V/def2-TZVPD) on a cluster of 2 separate species, C2HNO3S in total.

```
8
Properties=species:S:1:pos:R:3
C -1.11518 -3.32968 -1.27098
C 0.43050 -2.13843 1.17030
N -0.01981 -3.11349 -0.89840
O -2.23010 -3.68375 -1.60381
O 0.72817 -2.92249 1.95044
O 0.02085 -1.21837 0.54407
S 0.13566 0.75951 1.17874
H -0.87944 0.59306 0.26607
```

Summary:
- E_LUMO (eV) = -4.3
- frontier orbital gap (Ha) = 0.1731

Calculated atomic charges, method natural (NBO), unit e: C 0.6857; C 1.1256; N -0.6917; O -0.5803; O -0.3973; O -0.5105; S 0.2085; H 0.1601



Most favorable structure: run one. The second most favorable one is 13.0 kJ/mol above it.



Run one
ORCA calculation (wB97M-V/def2-TZVPD) on a structure of composition C2I3O2.

```
7
Properties=species:S:1:pos:R:3
C -2.47435 -0.02949 -0.14420
C 1.36503 0.03991 -0.22497
O -2.88642 0.04351 0.91852
O -2.02904 0.03215 -1.20887
I 1.25902 1.72081 1.17703
I 1.51336 -1.92427 0.93996
I 3.25240 0.11737 -1.45747
```

Summary:
- E_LUMO (spin up / spin down) (eV) = 2.9 / 2.9
- frontier orbital gap (spin up / spin down) (Ha) = 0.2380 / 0.2380
- total charge = -1

Calculated atomic charges, method natural (NBO), unit e: C 1.0251; C -0.7466; O -0.5214; O -0.5042; I -0.0453; I -0.1210; I -0.0866



Run two
ORCA calculation (wB97M-V/def2-TZVPD) on a structure of composition C2I3O2.

```
7
Properties=species:S:1:pos:R:3
C -0.30572 1.83025 -1.61581
C 0.02789 -1.23027 0.66183
O 0.06696 2.85081 -1.25075
O -0.68922 0.83701 -2.02958
I 2.15834 -0.62065 0.95169
I -1.16150 -0.24205 2.27613
I -0.09674 -3.42510 1.00650
```

Summary:
- E_LUMO (spin up / spin down) (eV) = 2.9 / 2.9
- frontier orbital gap (spin up / spin down) (Ha) = 0.2400 / 0.2400
- total charge = -1

Calculated atomic charges, method natural (NBO), unit e: C 1.0277; C -0.7553; O -0.5332; O -0.4951; I -0.0869; I -0.0865; I -0.0707



Most favorable structure: run two. The second most favorable one is 9.5 kJ/mol above it.



Run one
ORCA calculation (wB97M-V/def2-TZVPD) on an isolated molecule of C4H2N2O.

```
9
Properties=species:S:1:pos:R:3
C -1.88254 -0.21308 -0.10735
C -0.43003 -0.14882 -0.33258
C 0.51731 0.19227 0.63957
C 1.78327 -0.38721 0.31533
H -0.19162 -0.24226 -1.45970
H 0.37453 0.43917 1.64674
N -3.00704 -0.44221 0.09836
N 2.87598 -0.48351 -0.30145
O 0.10081 1.20303 -0.23192
```

Summary:
- E_LUMO (eV) = 0.0
- frontier orbital gap (Ha) = 0.4377
- SMILES = N#C[C@H]1O[C@@H]1C#N

natural (NBO) atomic charge list, values in e, 8 entries: C 0.2352; C -0.0524; C -0.0571; C 0.2218; H 0.2930; H 0.2547; N -0.2529; N -0.2321



Run two
ORCA calculation (wB97M-V/def2-TZVPD) on an isolated molecule of C4H2N2O.

```
9
Properties=species:S:1:pos:R:3
N -1.39406 0.45183 0.10717
C -1.03272 -0.84309 -0.11999
O -1.78518 -1.78697 -0.18754
C 0.42469 -0.93236 -0.25143
C 1.59854 -0.64836 -0.23741
C 2.43410 0.42588 0.00975
N 2.86185 1.47020 0.27361
H -0.73287 1.21355 0.16882
H -2.37434 0.64933 0.23702
```

Summary:
- E_LUMO (eV) = -0.5
- frontier orbital gap (Ha) = 0.3887
- SMILES = N#CC#CC(N)=O

natural (NBO) atomic charge list, values in e, 8 entries: N -0.7966; C 0.5885; O -0.5444; C 0.0769; C -0.1020; C 0.2122; N -0.2619; H 0.4124



Most favorable structure: run two. The second most favorable one is 156.4 kJ/mol above it.



Run one
ORCA calculation (wB97M-V/def2-TZVPD) on an isolated molecule of C3H6N2S3.

```
14
Properties=species:S:1:pos:R:3
C -2.32236 -1.68622 1.21014
C -0.27136 0.04151 0.09433
C 1.80597 1.38113 -0.54619
H -1.89762 -2.43843 0.50324
H -2.68885 -2.18936 2.28116
H -3.28015 -1.38344 0.69446
H 0.93163 1.07306 1.26419
H 1.12006 0.70008 -2.34123
H 2.68164 1.57178 -2.31554
N 0.79493 0.86958 0.21841
N 1.87399 1.11428 -1.84763
S -0.98754 -0.47588 1.69724
S -0.85711 -0.74369 -1.29956
S 3.09678 2.16559 0.38698
```

Summary:
- E_LUMO (eV) = -0.6
- frontier orbital gap (Ha) = 0.2934
- SMILES = CSC(=S)NC(N)=S

natural (NBO) atomic charge list, values in e, 8 entries: C -0.7558; C -0.0259; C 0.3486; H 0.2510; H 0.2446; H 0.2454; H 0.4407; H 0.4278



Run two
ORCA calculation (wB97M-V/def2-TZVPD) on an isolated molecule of C3H6N2S3.

```
14
Properties=species:S:1:pos:R:3
C -1.10382 -0.66323 -0.42756
C -1.01543 0.82760 -0.27634
C 1.15485 -0.74532 0.22525
N 0.20870 1.58433 -0.50263
N -0.03428 -1.36503 0.09440
S -0.29129 -3.00221 0.71174
S 2.58714 -1.48524 0.72446
S 0.36706 2.97583 -1.25554
H -2.13616 -1.08834 -0.28793
H -1.79013 1.32257 -0.88103
H -1.13370 0.92671 0.84048
H 1.33744 0.28457 0.03236
H 0.13779 -2.68458 1.87128
H 1.71184 3.11234 -0.86895
```

Summary:
- E_LUMO (spin up / spin down) (eV) = -0.6 / -0.6
- frontier orbital gap (spin up / spin down) (Ha) = 0.2503 / 0.2727

natural (NBO) atomic charge list, values in e, 8 entries: C 0.0014; C -0.3351; C -0.1251; N -0.6639; N -0.5174; S 0.2253; S -0.1626; S 0.3969



Most favorable structure: run one. The second most favorable one is 450.9 kJ/mol above it.